This record from the Open Molecules 2025 dataset describes a molecular structure, C36H90AsF6N6O16SV at a distorted geometry. The level of theory is wB97M-V/def2-TZVPD.

Summary:
- Multiplicity: 3
- Net charge: 0
- LUMO (alpha / beta): -0.52 / 0.05 eV

Cartesian coordinates (Å):
H1 0.90109 3.66615 4.02087
C1 2.51467 -0.91462 -2.55455
F1 2.86725 0.98841 5.18056
H2 0.47005 -3.13478 -0.62804
H3 -0.65266 -4.22781 2.20974
H4 3.27409 1.69059 -0.26379
O1 -2.03936 0.49504 -1.16015
H5 1.97004 0.99339 -2.59078
C2 3.62433 -1.75380 1.59982
H6 4.89597 -2.05957 4.59186
C3 -8.20994 -3.29664 -2.66268
O2 0.21878 0.10574 -0.04051
H7 3.19147 -5.28680 -1.73187
H8 4.37698 -0.98461 -1.54547
H9 1.96828 -0.13080 2.86812
C4 7.34941 -6.34910 0.79684
H10 -4.47903 3.69568 -1.68732
N1 -6.30883 6.45311 2.20563
C5 8.32322 -4.88908 2.39414
F2 0.83809 1.98980 6.24784
C6 -7.02640 -2.78142 -4.62908
H11 6.74955 -7.01110 -0.98992
H12 -0.22279 4.98535 3.67526
H13 -2.34806 -2.83888 2.76357
C7 1.70354 3.74919 -0.16974
H14 -5.43709 11.05411 2.42202
H15 1.03452 4.39656 2.46401
O3 -0.87972 2.20214 0.05325
H16 8.39294 -6.61451 0.53364
C8 4.81427 -2.33574 3.56073
H17 0.74963 4.23240 -0.03361
H18 -5.91508 4.99873 -0.18927
H19 -6.60813 9.44215 0.64149
H20 -3.31955 2.59347 -0.83696
H21 8.48490 -5.68544 3.08551
V1 0.25123 1.35752 1.59121
H22 2.02004 2.63827 -4.16746
C9 3.23468 0.80456 -4.10213
H23 -8.13043 -4.03601 -1.90850
C10 -2.48866 1.64766 2.59962
C11 3.07711 2.34835 -4.28317
C12 -5.96245 8.65969 1.11727
H24 1.35082 -3.50200 -2.10125
O4 7.30119 -5.12768 1.49303
H25 2.49878 4.50547 -0.04739
H26 3.70474 -2.41584 -4.97869
C13 4.24633 -2.93980 -4.18517
H27 -0.00583 -3.62447 3.72422
C14 -4.20781 3.24682 -0.73856
H28 -2.48421 3.69399 3.16193
H29 -5.87878 -1.02490 -5.13372
H30 -3.61010 -1.09478 -2.61164
H31 7.01125 -7.13542 1.51705
C15 2.97083 -5.16945 -0.61298
H32 -6.61015 -3.36370 -5.43091
C16 -3.58594 -1.63425 -3.51574
C17 -5.16401 5.77664 1.74847
H33 -1.54331 -1.72878 3.89501
C18 6.43420 -6.23104 -0.37840
H34 2.94565 3.08473 -7.39429
C19 -6.86422 7.46085 1.30447
O5 3.51383 2.77186 -5.54388
H35 4.53059 -1.24032 1.28128
H36 3.59843 2.89062 -3.47851
O6 -7.27405 -3.69620 -3.57945
S1 -0.72843 1.03412 -0.92880
H37 -3.49331 -2.58356 -0.93486
H38 2.69457 -0.57458 0.05299
C20 1.09146 -3.86349 -1.09472
N2 2.76571 0.46999 -2.76540
H39 1.78348 3.22454 -1.17125
O7 4.71595 -2.03580 -3.23535
As1 1.17751 0.53511 5.33464
H40 5.09099 -3.51984 -4.57335
H41 -6.04495 6.80152 3.12167
H42 0.50002 -4.78915 -1.15694
H43 -1.73420 2.63347 4.37156
H44 -4.20338 10.29720 1.47880
H45 -6.29964 -1.04417 -3.49277
H46 -8.06838 -2.37316 -2.14633
N3 5.00779 -6.34449 -0.06261
H47 -3.35070 1.43485 3.18957
H48 4.17386 0.64164 2.09752
H49 -7.14998 7.06392 0.30005
H50 8.15016 -4.01533 2.99156
O8 -5.45154 8.98256 2.35501
F3 0.78814 1.41482 3.77054
H51 -3.29609 -0.63017 2.38554
H52 3.48022 -2.61201 -1.74037
N4 -4.73092 -2.42549 -3.93801
O9 -2.49781 -3.55315 -2.41478
H53 1.55135 2.94235 -6.26420
C21 3.21549 1.16138 1.92838
C22 -5.40157 4.60023 0.74143
C23 0.08570 -3.50970 2.63105
H54 4.72992 -3.48301 3.54198
H55 -5.13091 8.43031 0.38810
H56 -2.92618 1.81087 1.59647
H57 3.92245 2.93189 0.90318
H58 -4.79011 -3.17452 -3.29669
O10 2.20871 -4.02578 -0.22812
H59 1.84895 -0.98079 -1.71173
H60 3.60934 -2.74902 1.17533
H61 -7.95788 -2.26194 -4.95385
C24 4.27710 -5.12429 0.11436
C25 -2.24193 -0.75932 2.22579
H62 3.06689 1.73436 2.81180
N5 2.10018 0.23480 1.89506
N6 -1.52722 0.49878 2.55933
C26 -2.60789 -3.20639 -1.07472
H63 -9.26222 -3.44010 -2.95250
H64 -5.05196 2.54420 -0.48485
H65 -4.10247 10.27372 3.30319
H66 -4.34326 6.40716 1.27899
C27 -4.76240 10.23053 2.36932
H67 4.83321 -7.08763 0.59955
C28 -1.83400 2.80366 3.27373
H68 4.22286 0.48754 -4.27718
H69 -3.28256 -0.92507 -4.36086
F4 1.49720 -0.84629 4.35159
O11 -0.00889 1.52486 -2.06123
C29 2.41196 -0.98170 1.04864
H70 -5.97872 3.80840 1.21552
C30 -5.95276 -1.74727 -4.27963
O12 1.86100 2.75850 0.86073
O13 -0.62527 3.14731 2.59055
H71 2.08223 -1.51635 -3.39008
H72 5.67357 -2.10517 2.88508
H73 4.86932 -4.32765 -0.33991
C31 3.14469 2.13289 0.75587
H74 -1.44392 -1.93351 -2.99401
C32 -2.32613 -2.51951 -3.37404
H75 4.03835 -4.80400 1.16485
H76 -1.17869 0.44772 3.52314
H77 1.08624 -3.59285 2.24777
H78 -7.72191 7.85331 1.81294
H79 3.56833 -3.65684 -3.66668
H80 -1.68263 -2.76385 -0.78116
H81 2.32630 -6.03260 -0.32415
H82 6.48441 -5.24668 -0.85947
C33 3.76726 -1.66961 -2.18310
H83 -2.82017 -4.09031 -0.45875
F5 1.41514 -0.36766 6.79408
H84 -2.19694 -0.89187 1.08790
C34 -1.66585 -1.95757 2.84275
H85 2.44207 1.43636 -6.73977
F6 -0.63960 0.10584 5.42877
O14 -0.43878 -2.29336 2.21718
C35 2.53140 2.54277 -6.55090
C36 0.30861 4.12674 3.23188
H86 -4.63589 5.24166 2.65707
H87 9.21704 -4.67870 1.75752
O15 -4.11254 4.16136 0.33899
O16 3.61786 -1.75757 3.05991
H88 1.52117 -1.60535 0.91492
H89 -2.11683 -3.00620 -4.31193
H90 2.71508 0.21142 -4.84199

Force components x, y, z for each atom (eV/Å):
H -0.367 -0.298 0.131
C 0.481 -1.051 -0.407
F -1.158 -0.061 -0.059
H -0.538 0.723 0.291
H 0.964 -0.569 0.091
H -0.178 0.136 0.724
O 0.148 -0.849 -0.159
H -2.086 0.993 0.446
C -0.497 0.741 0.988
H 0.425 0.463 0.414
C -1.287 -1.175 0.909
O -1.596 1.424 -0.544
H -0.558 0.550 1.212
H -0.418 -0.875 -0.066
H 0.368 0.179 -1.302
C 0.460 0.229 1.580
H 0.150 0.457 -0.214
N -0.598 -0.365 0.076
C 1.397 0.459 -1.309
F 0.129 -0.685 -1.006
C -0.010 0.899 0.093
H 0.159 -1.300 -1.796
H -0.048 -0.375 -0.601
H 0.128 0.601 -0.016
C 0.550 -0.475 -0.841
H -0.743 0.685 -0.010
H -0.504 0.241 -0.074
O 0.890 -0.646 1.430
H -0.292 0.251 -0.220
C -0.468 -2.099 -1.275
H -0.365 -0.140 -0.124
H 0.083 -0.508 1.005
H 0.600 -0.090 0.437
H -0.225 0.830 0.151
H 0.285 -0.957 0.421
V -0.340 0.405 -1.420
H -0.024 -0.273 0.102
C -0.905 1.227 0.577
H 0.143 -0.759 1.190
C 0.210 -0.486 -0.993
C -0.356 -1.000 0.168
C 0.126 -0.254 -1.999
H 0.168 -0.274 0.188
O -1.219 0.622 0.041
H -0.156 -0.348 -0.132
H -0.004 -0.296 -0.178
C -0.667 -0.583 0.629
H 0.594 0.082 -0.160
C -0.887 -1.787 0.824
H 0.041 -0.412 0.160
H 0.523 -0.927 0.223
H -0.866 1.052 1.216
H 0.072 0.061 -0.640
C -0.970 -0.719 -0.747
H -0.065 -0.338 -0.528
C 1.865 -0.103 -2.787
C 2.994 -2.397 -0.062
H 0.395 -0.357 0.620
C -1.267 0.940 1.093
H -0.370 -0.234 -0.434
C 0.451 -0.164 0.244
O -0.185 0.306 0.020
H 0.315 -0.101 -0.093
H 0.294 -0.280 -0.420
O 0.673 0.288 -1.147
S 0.507 0.345 1.715
H 0.224 0.607 0.323
H -0.252 -0.481 0.612
C 0.013 -0.359 0.247
N 1.921 -0.401 -0.928
H -0.266 0.820 1.038
O -0.074 1.156 0.727
As -1.084 -0.181 2.113
H -0.127 0.303 -0.100
H -0.714 0.591 -0.347
H 0.224 0.057 -0.157
H 0.550 -0.123 -0.720
H 1.098 0.299 -1.009
H -0.106 -0.424 0.215
H 0.297 1.132 -0.133
N 0.614 -0.662 -0.213
H -0.666 -0.609 0.831
H -0.266 0.310 -0.538
H 0.152 -0.003 0.935
H -0.515 0.606 0.067
O 0.330 0.959 1.012
F 0.127 -0.165 0.653
H -0.529 -0.102 0.716
H -0.008 -0.241 0.726
N 1.325 1.077 -0.668
O -0.418 -1.706 -1.063
H 0.103 0.012 -0.019
C 0.391 0.188 -0.327
C 0.320 1.982 -0.671
C -1.974 -0.792 0.430
H 0.107 1.361 -0.029
H -0.530 0.291 0.544
H 0.846 0.332 0.278
H -0.536 -0.701 -0.238
H -0.891 -0.946 0.557
O 0.212 -0.061 -1.260
H -0.470 -0.276 0.283
H 0.045 -0.221 0.069
H 0.440 -0.406 0.161
C -0.205 0.432 0.896
C 0.305 0.683 -3.625
H 0.042 0.730 0.816
N -0.787 -1.777 0.235
N -0.244 0.552 0.358
C -0.989 -0.119 -0.140
H 0.137 0.576 -0.671
H 0.587 0.318 -0.391
H -0.813 -0.209 -1.413
H -0.833 -0.368 0.433
C 0.433 -1.082 2.122
H -0.236 0.247 0.070
C -0.638 1.977 0.239
H 1.679 -0.011 0.254
H -0.620 -0.542 1.136
F -0.643 -0.020 0.398
O 0.523 -0.349 -1.029
C 0.368 0.742 -0.134
H -0.167 -0.186 -0.115
C -0.721 0.807 0.439
O -0.274 -0.340 0.039
O 1.691 0.294 0.415
H -0.314 0.761 0.022
H -0.325 0.207 0.865
H -0.031 0.171 0.201
C 1.116 0.153 0.059
H -0.703 0.053 -0.776
C 0.012 0.625 1.420
H 0.530 -0.457 -0.530
H -0.203 -0.461 -0.053
H 0.331 -0.318 -0.056
H -0.874 -0.010 0.057
H 0.098 0.139 -0.555
H 0.504 0.806 0.798
H 0.709 0.044 -0.205
H 0.810 -0.409 -0.106
C 1.568 0.226 -0.471
H 0.364 -0.119 -0.419
F 0.058 0.424 -0.809
H 0.131 0.297 1.348
C 0.220 -1.448 0.285
H -0.042 1.040 -0.140
F 2.186 0.632 -0.597
O -0.130 2.126 -0.031
C 0.763 -0.752 0.288
C -0.586 -0.680 -0.076
H -0.969 1.139 -1.499
H 0.037 -0.307 0.892
O 0.060 -0.172 -0.024
O 0.242 -0.076 -1.497
H 0.229 0.335 0.320
H 0.218 -0.253 -0.249
H -0.892 0.131 -0.555

Atomic partial charges in e from the Löwdin method, atoms 1 to 4:
1 H 0.075
2 C -0.236
3 F -0.224
4 H 0.058